No. 1
# C6H16N

A cluster of 2 separate species, C6H16N in total (wB97M-V/def2-TZVPD, the OMol25 dataset).

Orbital gap ... 0.344 Ha
Total charge ... +1
HOMO level ... -12.86 eV
Energy above the lowest of the compared OMol25 structures with the same formula, charge and spin ... 25.7 kcal per mole
Largest force on an atom ... 0.8 eV/A

CARTESIAN COORDINATES (ANGSTROEM)
C -1.009 -1.728 -2.825
C -0.869 -0.238 -2.566
N 0.320 -0.005 -1.678
H -1.951 -1.909 -3.331
H -0.171 -2.096 -3.416
H -1.024 -2.286 -1.886
H -0.709 0.338 -3.472
H -1.742 0.149 -2.047
H 0.218 -0.471 -0.767
H 0.499 0.957 -1.409
H 1.194 -0.333 -2.092
C 1.797 -0.002 1.479
C 0.297 0.279 1.519
C -0.172 0.677 2.903
C -0.818 1.813 3.115
H 2.026 -0.937 1.989
H 2.196 -0.171 0.469
H 2.326 0.841 1.916
H -0.297 -0.575 1.156
H -0.007 1.113 0.868
H 0.105 -0.030 3.677
H -1.223 2.088 4.079
H -0.986 2.525 2.317

No. 2
# C6H16N2

A cluster of 2 separate species, C6H16N2 in total in a non-equilibrium geometry (wB97M-V/def2-TZVPD, the OMol25 dataset).

Orbital gap ... 0.186 Ha
Total charge ... 0
HOMO level ... -7.22 eV
Energy above the lowest of the compared OMol25 structures with the same formula, charge and spin ... 159.9 kcal per mole
Largest force on an atom ... 1.6 eV/A

CARTESIAN COORDINATES (ANGSTROEM)
C 0.796 0.139 -2.594
C -0.013 -1.063 -2.128
C 0.681 1.412 -1.723
N 0.973 1.194 -0.350
C -0.004 0.757 0.467
C 0.479 -0.390 1.405
N -0.624 -0.783 2.089
C -0.381 -1.970 2.852
H 1.851 -0.139 -2.686
H 0.451 0.372 -3.598
H -1.062 -0.770 -1.987
H 0.241 -1.444 -1.140
H 0.036 -1.861 -2.868
H 1.433 2.121 -2.075
H -0.309 1.857 -1.911
H -2.019 3.358 1.646
H -0.319 1.517 1.222
H -0.961 0.473 -0.003
H 1.027 -1.157 0.809
H 1.276 0.079 2.011
H -2.619 3.202 1.227
H 0.362 -1.731 3.627
H -1.266 -2.300 3.376
H -0.031 -2.874 2.331

No. 3
# C6H16N2

A cluster of 2 separate species, C6H16N2 in total in a non-equilibrium geometry (wB97M-V/def2-TZVPD, the OMol25 dataset).

Orbital gap ... 0.341 Ha
Structure (SMILES) ... CNC(C)C.C=CN
Total charge ... 0
HOMO level ... -8.26 eV
Energy above the lowest of the compared OMol25 structures with the same formula, charge and spin ... 27.7 kcal per mole
Largest force on an atom ... 1.7 eV/A

CARTESIAN COORDINATES (ANGSTROEM)
C -0.273 -2.011 0.303
N -0.252 -0.608 -0.040
C -1.552 0.031 -0.147
C -2.286 0.186 1.192
C -1.363 1.398 -0.805
H 0.750 -2.390 0.291
H -0.849 -2.555 -0.450
H -0.707 -2.239 1.289
H 0.405 -0.062 0.586
H -2.164 -0.597 -0.810
H -2.468 -0.782 1.652
H -3.247 0.669 1.042
H -1.694 0.793 1.874
H -0.753 2.036 -0.169
H -0.858 1.285 -1.761
H -2.323 1.879 -0.969
C 2.471 0.962 0.636
C 2.359 0.729 -0.678
N 2.652 -0.461 -1.303
H 2.407 1.965 1.024
H 2.931 0.237 1.289
H 1.954 1.487 -1.337
H 2.854 -1.225 -0.673
H 2.007 -0.727 -2.034

No. 4
# C6H16N2

A cluster of 2 separate species, C6H16N2 in total in a non-equilibrium geometry (wB97M-V/def2-TZVPD, the OMol25 dataset).

Orbital gap ... 0.358 Ha
Structure (SMILES) ... CC[C@@H](C)CN.C=N
Total charge ... 0
HOMO level ... -8.81 eV
Energy above the lowest of the compared OMol25 structures with the same formula, charge and spin ... 35.9 kcal per mole
Largest force on an atom ... 1.8 eV/A

CARTESIAN COORDINATES (ANGSTROEM)
C 2.839 0.085 -0.628
C 1.734 -0.931 -0.351
C 0.536 -0.388 0.444
C 0.942 0.078 1.843
C -0.193 0.721 -0.326
N -1.556 0.895 0.165
H 3.273 0.456 0.299
H 3.635 -0.382 -1.204
H 2.464 0.933 -1.199
H 2.159 -1.771 0.203
H 1.369 -1.324 -1.302
H -0.175 -1.213 0.558
H 1.506 -0.701 2.352
H 1.561 0.972 1.795
H 0.065 0.305 2.447
H 0.384 1.655 -0.268
H -0.274 0.443 -1.381
H -1.560 1.214 1.129
H -2.123 1.503 -0.474
C -3.207 -0.569 -0.424
N -3.767 0.089 -1.376
H -3.656 -0.491 0.562
H -2.480 -1.376 -0.553
H -3.477 -0.204 -2.309

No. 5
# C6H16N2

The molecule C6H16N2 in a non-equilibrium geometry (wB97M-V/def2-TZVPD, the OMol25 dataset).

Orbital gap ... 0.365 Ha
Structure (SMILES) ... CCC[C@H](C)NCN
Total charge ... 0
HOMO level ... -8.85 eV
Energy above the lowest of the compared OMol25 structures with the same formula, charge and spin ... 26.9 kcal per mole
Largest force on an atom ... 2.5 eV/A

CARTESIAN COORDINATES (ANGSTROEM)
C -0.545 0.148 -3.555
C -0.233 -0.326 -2.059
C 0.182 0.909 -1.187
C -0.127 0.654 0.277
C 0.205 1.958 1.090
N 0.517 -0.599 0.725
C 0.478 -0.871 2.202
N -0.460 -1.859 2.586
H -0.526 1.234 -3.601
H 0.181 -0.324 -4.194
H -1.560 -0.204 -3.715
H -1.136 -0.796 -1.687
H 0.606 -1.011 -2.103
H -0.525 1.677 -1.516
H 1.230 1.175 -1.324
H -1.184 0.445 0.451
H -0.396 2.723 0.612
H -0.149 1.949 2.113
H 1.284 2.048 1.090
H 1.498 -0.630 0.477
H 0.373 0.110 2.683
H 1.497 -1.163 2.486
H -1.274 -1.808 1.978
H -0.130 -2.788 2.341